19 unconnected molecules or ions with the total composition C66H179N9O19. Source: OMol25; level of theory: ωB97M-V with the def2-TZVPD basis set.

Last column: Mulliken charge in e.
Element x y z (Å)
C -5.545 2.157 3.370  -1.241
C -5.290 2.322 1.822  0.392
C -4.040 1.639 1.420  1.689
O -6.372 1.764 1.025  -0.606
H -5.593 1.061 3.576  0.190
H -6.546 2.574 3.501  0.478
H -4.783 2.585 4.012  0.215
H -5.257 3.394 1.587  0.268
H -3.818 1.847 0.368  -0.695
H -4.238 0.579 1.554  -0.436
H -3.167 1.934 1.988  -0.486
H -7.217 1.945 1.428  0.326
C -3.306 -5.985 -0.676  -1.764
C -2.474 -4.800 -1.010  2.121
C -1.870 -4.142 0.216  0.329
O -1.358 -5.109 -1.887  -0.394
H -3.648 -6.422 -1.627  0.382
H -4.131 -5.782 0.015  0.227
H -2.676 -6.720 -0.164  0.409
H -3.001 -4.013 -1.623  -0.610
H -2.606 -3.697 0.855  -0.448
H -1.146 -3.384 -0.120  -0.695
H -1.345 -4.884 0.818  0.335
H -1.657 -5.538 -2.710  -0.138
C 3.440 5.306 4.266  -0.692
C 3.000 6.234 5.324  0.348
C 2.134 7.353 4.808  -1.088
O 2.262 5.531 6.392  -0.596
H 4.162 4.575 4.681  0.493
H 3.949 5.793 3.434  0.288
H 2.615 4.774 3.794  -0.114
H 3.867 6.688 5.837  0.214
H 1.703 7.912 5.632  0.410
H 1.386 6.918 4.166  -0.087
H 2.671 8.057 4.167  0.423
H 2.899 4.862 6.705  0.324
C -6.192 -0.412 -4.814  -1.385
C -4.809 -0.065 -5.348  0.468
C -4.385 1.286 -4.917  -0.876
O -3.819 -1.010 -4.876  -0.135
H -7.001 0.128 -5.329  0.413
H -6.269 -0.194 -3.754  0.117
H -6.414 -1.467 -5.002  0.405
H -4.859 -0.135 -6.429  0.430
H -3.359 1.434 -5.242  0.258
H -4.471 1.274 -3.832  -0.118
H -4.966 2.115 -5.320  0.531
H -3.804 -1.794 -5.491  -0.059
C -4.908 -1.322 -0.684  -0.061
C -6.126 -1.705 0.218  0.509
C -6.057 -3.117 0.665  -1.209
O -6.158 -0.942 1.450  -0.603
H -4.959 -0.326 -1.119  0.259
H -4.763 -2.027 -1.506  0.215
H -3.953 -1.326 -0.162  -0.509
H -7.044 -1.510 -0.344  0.319
H -6.107 -3.877 -0.107  0.486
H -6.890 -3.248 1.374  0.421
H -5.181 -3.270 1.310  -0.099
H -6.171 0.000 1.170  0.328
C 5.981 2.699 0.559  -1.241
C 4.852 3.661 0.778  1.311
C 5.239 5.069 0.750  -0.960
O 3.859 3.386 -0.219  0.425
H 6.447 2.853 -0.424  0.132
H 5.585 1.692 0.689  0.098
H 6.706 2.874 1.371  0.505
H 4.367 3.429 1.745  -0.119
H 4.313 5.627 0.939  -0.303
H 5.554 5.326 -0.267  0.203
H 5.994 5.297 1.518  0.504
H 3.160 4.116 -0.108  -0.197
C 2.336 2.916 -5.523  -0.923
C 3.545 2.425 -4.718  -0.132
C 3.414 2.710 -3.194  1.539
O 3.659 1.010 -5.042  -0.547
H 1.922 3.889 -5.234  0.190
H 1.582 2.186 -5.256  -0.086
H 2.597 2.917 -6.580  0.443
H 4.468 2.939 -5.057  0.375
H 3.105 3.734 -3.011  -0.223
H 4.321 2.598 -2.593  0.129
H 2.636 2.070 -2.767  -1.028
H 4.526 0.687 -4.733  0.272
C 0.868 0.855 0.101  -0.673
C -0.317 -0.070 -0.127  2.612
C -0.861 -0.535 1.222  0.966
O -1.311 0.612 -0.983  1.050
H 0.607 1.601 0.865  -0.151
H 1.104 1.361 -0.824  -0.209
H 1.793 0.423 0.517  0.145
H 0.030 -0.938 -0.722  -0.881
H -1.912 -0.853 1.107  -0.955
H -0.814 0.288 1.934  -0.490
H -0.308 -1.376 1.692  -0.323
H -1.467 0.028 -1.742  -1.000
C -2.544 5.116 2.165  -1.491
C -1.271 5.977 2.145  1.564
C -1.467 7.330 2.768  -1.775
O -0.126 5.278 2.705  0.166
H -3.362 5.430 1.509  0.554
H -2.940 5.058 3.210  0.450
H -2.263 4.084 1.914  -0.093
H -0.966 6.107 1.105  -0.268
H -0.518 7.849 2.818  0.354
H -1.854 7.186 3.795  0.289
H -2.191 7.934 2.217  0.471
H -0.272 4.975 3.625  -0.202
C 0.840 -0.355 -3.685  0.900
C -0.426 -0.667 -4.421  0.743
C -0.242 -1.774 -5.452  -1.304
O -1.437 -1.034 -3.481  0.856
H 0.783 0.539 -3.053  -0.853
H 1.763 -0.268 -4.275  0.427
H 1.024 -1.175 -2.992  -1.144
H -0.767 0.249 -4.902  0.355
H 0.549 -1.528 -6.155  0.509
H -1.113 -1.853 -6.083  0.226
H -0.018 -2.760 -5.042  0.064
H -2.282 -0.909 -3.927  -0.560
C -0.524 3.346 -3.385  -0.538
C -1.467 4.109 -2.377  0.283
C -2.909 3.700 -2.491  -0.348
O -3.759 4.486 -1.687  -0.382
C -5.108 4.114 -1.780  -0.573
N -0.966 3.914 -1.012  0.864
H -0.858 3.533 -4.397  0.853
H -0.530 2.261 -3.218  -0.284
H 0.517 3.675 -3.364  -0.779
H -1.419 5.164 -2.634  0.565
H -2.976 2.626 -2.210  -0.276
H -3.248 3.882 -3.534  0.541
H -5.256 3.188 -1.205  0.125
H -5.395 4.052 -2.840  0.310
H -5.661 4.919 -1.331  0.228
H -1.020 2.911 -0.750  -0.949
H -1.573 4.453 -0.417  -0.257
C 2.151 7.572 0.252  -1.396
C 1.636 6.412 -0.623  1.161
C 2.343 6.277 -1.919  0.190
O 2.195 7.445 -2.693  -0.420
C 3.016 7.536 -3.823  -0.714
N 1.712 5.144 0.099  0.676
H 3.153 7.312 0.646  0.233
H 1.524 7.716 1.133  0.071
H 2.155 8.535 -0.288  0.400
H 0.594 6.628 -0.872  0.136
H 1.949 5.485 -2.538  -0.531
H 3.417 6.053 -1.736  0.251
H 3.014 6.650 -4.487  0.190
H 4.064 7.728 -3.563  0.271
H 2.551 8.350 -4.370  0.338
H 1.028 4.529 -0.384  -0.407
H 1.298 5.204 1.035  -0.596
C -1.986 2.391 5.491  -1.377
C -0.533 2.791 5.663  0.127
C 0.428 2.228 4.640  0.588
O 0.720 0.911 5.073  -0.362
C 1.461 0.049 4.182  0.843
N -0.365 4.251 5.668  -0.485
H -2.679 3.048 6.021  0.505
H -2.126 1.403 5.898  0.421
H -2.334 2.347 4.459  -0.035
H -0.210 2.321 6.596  0.287
H 1.351 2.858 4.564  0.059
H -0.042 2.301 3.643  -0.388
H 2.498 0.419 4.118  0.203
H 1.122 0.039 3.156  -0.169
H 1.507 -0.930 4.611  -0.790
H 0.488 4.469 6.224  0.167
H -1.150 4.738 6.077  0.241
C -4.420 -4.513 -4.411  -1.569
C -3.079 -4.217 -5.091  2.212
C -2.354 -5.436 -5.556  -0.663
O -2.095 -6.335 -4.480  -0.274
C -1.273 -7.394 -4.922  -0.873
N -3.323 -3.304 -6.208  -0.674
H -5.085 -4.963 -5.142  0.565
H -4.891 -3.577 -4.055  0.171
H -4.358 -5.152 -3.524  0.122
H -2.452 -3.718 -4.345  -1.050
H -1.374 -5.177 -5.981  0.124
H -2.969 -6.018 -6.269  0.303
H -1.683 -7.949 -5.780  0.333
H -1.177 -8.038 -4.026  0.269
H -0.289 -7.050 -5.251  0.246
H -2.471 -3.131 -6.747  0.240
H -4.087 -3.637 -6.794  0.285
C 2.802 -3.431 6.094  -1.055
C 1.335 -3.222 6.501  1.307
C 0.375 -4.195 5.864  -0.083
O 0.779 -5.505 6.169  -0.458
C -0.125 -6.475 5.733  -0.701
N 1.022 -3.216 7.968  -0.896
H 3.004 -3.169 5.067  -0.081
H 3.123 -4.472 6.269  0.364
H 3.427 -2.826 6.742  0.481
H 1.036 -2.213 6.217  -0.448
H 0.324 -4.053 4.787  -0.409
H -0.606 -3.970 6.256  0.640
H -0.217 -6.563 4.620  0.149
H -1.089 -6.301 6.187  0.308
H 0.273 -7.406 6.115  0.380
H 1.863 -3.030 8.514  0.269
H 0.859 -4.178 8.265  0.308
C 4.274 -0.706 -1.328  1.315
C 5.331 -1.376 -2.133  0.429
C 6.546 -0.475 -2.374  -1.107
O 6.225 0.663 -3.126  0.017
C 7.299 1.535 -3.288  -0.965
N 5.736 -2.637 -1.540  -0.457
H 3.941 0.252 -1.718  -0.350
H 4.586 -0.646 -0.261  -0.170
H 3.368 -1.351 -1.362  -0.658
H 4.907 -1.619 -3.107  0.144
H 7.340 -1.127 -2.822  0.312
H 6.999 -0.164 -1.416  0.394
H 7.018 2.370 -3.897  0.238
H 8.188 1.020 -3.723  0.309
H 7.651 1.853 -2.282  0.313
H 6.451 -3.147 -2.040  0.267
H 6.070 -2.439 -0.597  0.202
C 2.378 -6.215 -2.086  -1.555
C 2.408 -4.740 -2.501  0.584
C 1.960 -4.602 -3.957  1.162
O 2.657 -5.353 -4.931  -0.509
C 2.262 -4.898 -6.213  -0.427
N 1.496 -4.079 -1.552  0.999
H 1.373 -6.594 -2.243  0.193
H 2.629 -6.375 -1.030  0.405
H 3.009 -6.808 -2.747  0.394
H 3.399 -4.311 -2.355  0.191
H 2.028 -3.512 -4.208  -0.153
H 0.868 -4.879 -4.019  -0.637
H 2.485 -3.832 -6.347  0.251
H 1.166 -5.035 -6.363  0.026
H 2.824 -5.449 -6.977  0.314
H 1.400 -3.079 -1.665  -0.635
H 0.551 -4.418 -1.665  -0.452
C 1.855 -3.406 2.452  -0.937
C 3.072 -3.029 1.620  2.611
C 4.297 -2.715 2.465  -1.343
O 4.006 -1.580 3.247  0.388
C 5.057 -1.235 4.140  -1.034
N 3.442 -4.052 0.695  -0.853
H 1.465 -2.577 3.060  -0.345
H 2.153 -4.153 3.208  0.509
H 1.034 -3.819 1.845  0.167
H 2.794 -2.124 1.065  -0.869
H 5.123 -2.526 1.760  0.250
H 4.536 -3.588 3.106  0.188
H 5.225 -1.962 4.953  0.291
H 4.739 -0.260 4.596  0.242
H 6.021 -1.097 3.603  0.330
H 4.138 -3.748 -0.005  0.316
H 2.640 -4.365 0.125  0.040
C -2.501 -1.879 4.309  -1.425
C -3.320 -2.887 3.470  2.849
C -2.750 -4.289 3.669  -0.669
O -3.566 -5.239 3.002  -0.356
C -3.119 -6.541 3.129  -0.806
N -4.733 -2.827 3.934  -0.805
H -2.377 -2.198 5.355  0.363
H -2.979 -0.894 4.269  0.224
H -1.503 -1.801 3.879  0.121
H -3.221 -2.615 2.398  -1.338
H -2.600 -4.557 4.733  0.726
H -1.763 -4.229 3.200  -0.219
H -3.826 -7.195 2.613  0.269
H -3.117 -6.841 4.169  0.381
H -2.120 -6.671 2.673  0.224
H -5.119 -3.682 3.541  0.437
H -5.227 -2.067 3.464  0.206

Forces on atoms 1 to 3 (eV/Å):
C -0.801 -1.228 -1.903
C -0.412 0.985 1.492
C 0.168 -0.366 -0.966

Output
LUMO level in eV: 0.5
Multiplicity: 1
E_tot in eV: -123655.932
Net charge: 0
Gap between HOMO and LUMO in eV: 8.631